C5H11N3O | ωB97M-V/def2-TZVPD

Computed properties:
energy: -436.5060 hartree
net charge: 0
frontier orbital gap: 0.318 hartree
E_LUMO: 0.021 hartree

CARTESIAN COORDINATES (ANGSTROEM)
O  -0.7613  1.8305  -2.0430
N  -1.6327  -1.6209  0.7382
N  -0.7686  -0.8223  2.6768
N  -1.2342  -0.4755  -1.8901
C  -0.9019  -0.7149  1.3560
C  0.9474  0.5301  -0.4794
C  1.7545  -0.3414  -1.0970
C  -0.7236  0.6710  -1.7854
C  1.4362  1.8591  0.0229
H  1.3751  -1.2929  -1.4480
H  -2.0785  -2.4158  1.1915
H  0.0587  0.0717  0.2392
H  -1.7343  -1.4901  -0.2707
H  0.8052  2.6640  -0.3551
H  -0.2239  -0.1434  3.1788
H  -1.7703  -0.6048  -2.7430
H  2.7810  -0.1006  -1.3554
H  -1.1894  -1.5645  3.2334
H  2.4648  2.0591  -0.2846
H  1.3958  1.9016  1.1151

Atoms 1-3, force components in eV/Å:
0.8458 -0.7619 0.6128
-0.1669 -0.1721 -0.0760
-0.1140 -0.3111 0.2019

Atomic partial charges in e from the natural (NBO) method, atoms 1 to 2:
1 O -0.5420
2 N -0.8012

***

C5H11N3O2S2 | ωB97M-V/def2-TZVPD

Computed properties:
energy: -1308.1582 hartree
net charge: 0
frontier orbital gap: 0.358 hartree
E_LUMO: 0.022 hartree

CARTESIAN COORDINATES (ANGSTROEM)
S  -1.8431  0.4191  -0.7334
S  -0.3671  -2.0081  -0.8344
O  -0.8663  -2.4948  -2.0848
O  -0.9234  -2.3440  0.4277
N  1.2219  -2.4494  -0.6503
N  0.5617  0.3554  0.6610
N  0.6290  0.1611  -1.9778
C  -1.8292  0.4962  1.1261
C  0.0353  1.0553  2.8309
C  -0.4088  0.5654  1.4464
C  1.0240  1.5777  -1.9749
C  -0.1464  -0.2004  -0.8993
H  1.8805  -1.8903  -1.1971
H  -2.1300  -0.4445  1.5181
H  1.4718  -3.0080  0.0536
H  1.4855  1.6518  -0.9766
H  1.1381  1.1600  2.8463
H  -2.4331  1.4310  1.4322
H  1.7825  1.7182  -2.7458
H  -0.6343  1.9109  3.1244
H  0.0023  0.2201  3.5099
H  0.2199  2.2132  -2.1083
H  0.1293  -0.0958  -2.7940

Atoms 1-3, force components in eV/Å:
-0.6729 0.5252 0.4670
3.3728 -0.1704 0.2942
-0.3430 0.4576 0.1791

Atomic partial charges in e from the natural (NBO) method, atoms 1 to 2:
1 S 0.1663
2 S 2.2966

***

C5H11N3O3 | ωB97M-V/def2-TZVPD

Computed properties:
energy: -586.6416 hartree
net charge: 0
frontier orbital gap: 0.350 hartree
E_LUMO: -0.002 hartree

CARTESIAN COORDINATES (ANGSTROEM)
O  -3.0811  -1.4388  0.3295
O  1.6124  -0.2647  1.3247
O  3.1707  -0.7537  0.0494
N  2.1221  -0.7023  -0.6484
N  0.2041  0.3498  -0.7644
N  1.1019  -0.4410  0.0473
C  -1.2210  -0.1072  -0.6853
C  -0.7661  2.1127  0.3599
C  -1.5186  0.9035  0.5856
C  -1.5673  -1.5987  -0.3463
C  0.2909  1.7591  -0.6624
H  -2.4462  1.2726  0.4717
H  -0.7049  -2.4228  0.2010
H  2.9655  -0.1617  0.9241
H  -3.2082  -0.2766  0.9420
H  1.4519  1.9150  -0.4924
H  -1.8506  0.5291  -1.5163
H  -1.3883  3.0284  -0.0234
H  -1.8179  -2.3217  -1.4280
H  -1.5818  0.3015  1.6828
H  -0.3602  2.5914  1.2232
H  0.0193  2.3407  -1.5641

Atoms 1-3, force components in eV/Å:
2.6965 3.6155 1.1458
-4.8078 1.7330 0.8730
2.7192 -0.3957 -1.2723

Atomic partial charges in e from the natural (NBO) method, atoms 1 to 2:
1 O -0.7642
2 O -0.6227

***

C5H11N3O4 | ωB97M-V/def2-TZVPD

Computed properties:
energy: -662.2430 hartree
net charge: 0
frontier orbital gap: 0.331 hartree
E_LUMO: 0.017 hartree

CARTESIAN COORDINATES (ANGSTROEM)
O  -3.2294  0.5632  -1.2883
O  -0.1337  -1.6330  -0.4868
O  4.8269  1.1737  -0.2934
O  -2.1326  -1.4564  -0.1789
N  -2.4519  2.0572  0.2565
N  -1.7415  -0.1793  0.2405
N  1.9889  -0.9854  -0.0120
C  0.6387  -0.8175  -0.0495
C  -1.3543  -0.2166  1.6319
C  3.7650  0.6547  -0.5293
C  2.9207  -0.0264  0.5332
C  -2.5465  0.8081  -0.2988
H  0.3787  0.1519  0.3468
H  -2.2180  -0.3626  2.2964
H  -2.2409  2.1603  1.2426
H  -3.1272  2.7091  -0.1123
H  2.3372  -1.8690  -0.3542
H  2.3514  0.7589  1.0481
H  -0.8185  0.7202  1.8858
H  -2.6484  -1.2418  -0.9688
H  -0.6814  -1.0533  1.7538
H  3.5850  -0.4775  1.2765
H  3.3229  0.6619  -1.5562

Atoms 1-3, force components in eV/Å:
0.2197 0.2633 0.2799
4.3182 -0.2516 -0.5098
-0.4937 -0.2728 -0.1131

Atomic partial charges in e from the natural (NBO) method, atoms 1 to 2:
1 O -0.6626
2 O -0.5661

***

C5H11N3OS2 | ωB97M-V/def2-TZVPD

Computed properties:
energy: -1232.7388 hartree
net charge: 0
frontier orbital gap (alpha / beta): 0.200 / 0.228 hartree
multiplicity: 3
E_LUMO (alpha / beta): 0.028 / -0.060 hartree

CARTESIAN COORDINATES (ANGSTROEM)
S  -2.8401  -0.8776  0.9521
S  -2.8034  2.4777  -0.0970
O  1.6218  -0.6125  0.2682
N  -1.3730  1.7761  -0.6187
N  -1.6621  -0.9543  -0.3015
N  -2.0106  -3.1780  -0.3027
C  -1.1114  0.2888  -0.6867
C  1.1324  1.6476  -0.1566
C  -1.4642  -2.1571  -0.8939
C  -0.2982  1.3641  0.2140
C  2.0145  0.7532  0.7545
H  1.6914  0.6855  1.7455
H  -0.4112  1.2658  1.3239
H  3.1400  0.8672  0.4923
H  1.3390  2.6807  -0.0183
H  -0.5645  0.1234  -1.6311
H  -2.7514  -2.9033  0.4329
H  -1.7369  -4.1017  -0.3897
H  -3.6202  2.0482  -1.0818
H  1.4260  1.4087  -1.1744
H  1.7511  -1.1956  1.0192
H  -0.6770  -2.2020  -1.7775

Atoms 1-3, force components in eV/Å:
0.8838 0.6810 -0.7411
-1.0430 0.5626 0.9459
0.7038 0.8735 0.3370

Atomic partial charges in e from the natural (NBO) method, atoms 1 to 2:
1 S 0.0796
2 S 0.1971

***

C5H11N3S | ωB97M-V/def2-TZVPD

Computed properties:
energy: -759.3563 hartree
net charge: 0
frontier orbital gap: 0.364 hartree
E_LUMO: 0.031 hartree

CARTESIAN COORDINATES (ANGSTROEM)
S  0.7178  0.3073  1.0541
N  0.2300  1.5763  1.8029
N  1.3482  -0.9390  1.7106
N  -0.8260  -0.1101  0.3109
C  1.7654  0.4335  -0.5645
C  -1.9364  0.4884  0.5576
C  -3.1994  0.1694  -0.0866
C  2.7159  -0.6876  -0.9138
C  1.3936  -0.6464  -1.5253
H  -3.5385  0.8321  -0.8026
H  2.7920  -1.3404  -0.0935
H  2.1725  1.3907  -1.0040
H  1.3812  -0.3449  -2.5685
H  1.8628  -0.8089  2.5559
H  0.8805  1.9977  2.4688
H  -3.0211  -0.7595  -0.5046
H  -1.8809  1.3392  1.2358
H  0.5270  -1.3428  -1.1413
H  3.6963  -0.2984  -1.3784
H  -4.1110  0.2478  0.4717

Atoms 1-3, force components in eV/Å:
-0.5391 0.5477 0.2501
1.2968 -0.1053 -0.2405
-1.3574 0.5927 -1.4669

Atomic partial charges in e from the natural (NBO) method, atoms 1 to 2:
1 S 1.9116
2 N -1.1673

***

C5H11N4 | ωB97M-V/def2-TZVPD

Computed properties:
energy: -415.7750 hartree
net charge: +1
frontier orbital gap: 0.327 hartree
E_LUMO: -0.121 hartree

CARTESIAN COORDINATES (ANGSTROEM)
N  -0.9998  0.6783  0.6948
N  -2.9769  1.0427  -0.3825
N  1.4609  0.6932  0.0933
N  1.8240  1.9414  0.0243
C  -0.5762  -2.4533  0.4448
C  -1.7424  0.6593  -0.4446
C  0.4966  -1.9937  -0.1232
C  1.7689  -1.7067  -0.3684
C  2.1330  -0.3236  -0.3332
H  -0.6204  -2.6364  1.4934
H  -3.2886  1.4578  -1.2489
H  0.2312  0.6615  0.4626
H  3.1126  -0.0757  -0.6939
H  -1.4591  -2.5201  -0.2473
H  -1.2737  0.3036  -1.3608
H  1.3606  2.4448  0.6754
H  -3.3185  1.1190  0.5238
H  -1.5046  1.0371  1.4560
H  2.5218  -2.5012  -0.5600
H  2.8505  2.1720  -0.1056

Atoms 1-3, force components in eV/Å:
-0.5628 -0.7428 -4.3753
-0.0812 -0.2955 -2.9464
-0.8947 -3.8354 -0.1960

Atomic partial charges in e from the natural (NBO) method, atoms 1 to 2:
1 N -0.7721
2 N -0.7384

***

C5H11N4 | ωB97M-V/def2-TZVPD

Computed properties:
energy: -415.7806 hartree
net charge: +1
frontier orbital gap: 0.376 hartree
E_LUMO: -0.131 hartree

CARTESIAN COORDINATES (ANGSTROEM)
N  -1.3674  0.7494  0.2209
N  0.9476  0.0225  0.3175
N  -0.8176  -1.5777  -0.3059
N  -2.1700  -0.2217  0.8943
C  -1.8430  -1.4373  0.5917
C  2.1207  0.0297  -0.2169
C  3.2731  -0.4863  0.5403
C  -2.1918  1.6598  -0.5420
C  -0.1884  0.0066  -0.4350
H  -2.8095  1.2728  -1.2932
H  3.7352  -1.1205  -0.1458
H  2.9035  -0.7669  1.5620
H  -0.1309  0.2395  -1.5039
H  -1.5559  2.4308  -0.9634
H  -2.9716  1.9785  0.0560
H  -0.1601  -2.3843  -0.3631
H  2.4059  0.3668  -1.1335
H  -1.0173  1.2874  1.0050
H  -2.1973  -2.2486  1.0558
H  4.0348  0.1995  0.6594

Atoms 1-3, force components in eV/Å:
1.1654 -2.1220 0.2363
1.3779 -0.3105 0.4354
0.7479 2.7364 -0.2995

Atomic partial charges in e from the natural (NBO) method, atoms 1 to 2:
1 N -0.2339
2 N -0.5291

***

The following strongest force on any atom values (in eV/A) correspond, in order, to the records above: 2.3 5.7 6.4 4.4 7.7 3.4 5.4 6.1.
The following ΔE to the lowest compared entry with this formula, charge and spin values (in eV) correspond, in order, to the records above: 3.836 1.903 12.523 0.596 1.777 5.287 4.033 3.882.